C22H25Cl2N4O2RuS2 | ωB97M-V/def2-TZVPD

The geometry in XYZ format:
```
58
Properties=species:S:1:pos:R:3:forces:R:3
Ru 0.573 0.312 1.370 1.915 1.625 -2.972
C -4.366 -3.845 -3.737 0.068 -0.073 -0.001
C -3.548 -3.496 -2.529 -0.046 0.079 0.024
C -4.098 -3.540 -1.251 0.012 -0.065 -0.046
C -3.396 -3.077 -0.150 0.050 -0.038 0.283
C -2.113 -2.597 -0.339 0.346 0.215 0.151
C -1.506 -2.610 -1.596 -0.054 -0.159 0.090
C -2.224 -3.067 -2.680 0.054 -0.021 0.092
S -1.291 -1.636 0.880 -0.840 0.210 -0.190
O 0.154 -1.938 0.867 0.432 0.277 0.129
O -1.922 -1.598 2.163 -0.383 -0.435 -0.206
N -1.281 -0.145 0.175 1.823 -0.449 1.304
C -1.925 0.946 0.722 -0.974 0.618 0.240
C -3.299 1.097 0.891 0.135 -0.024 -0.038
C -3.768 2.334 1.285 0.051 0.004 0.067
C -2.870 3.374 1.533 0.051 -0.062 -0.081
C -1.520 3.123 1.425 0.031 0.219 0.301
N -1.059 1.930 1.030 0.699 -1.001 0.286
H -5.417 -3.951 -3.482 -0.005 -0.033 -0.028
H -4.025 -4.773 -4.199 0.005 -0.013 0.038
H -4.266 -3.056 -4.483 -0.055 -0.030 -0.033
H -5.095 -3.940 -1.116 -0.035 0.087 -0.003
H -3.830 -3.086 0.842 -0.041 0.032 -0.028
H -0.483 -2.269 -1.679 0.004 -0.023 -0.163
H -1.766 -3.096 -3.662 -0.018 0.050 -0.007
H -3.958 0.260 0.706 -0.013 0.034 -0.051
H -4.831 2.499 1.400 0.000 -0.007 0.004
H -3.219 4.357 1.813 0.025 0.004 0.013
H -0.781 3.883 1.646 0.003 -0.036 0.053
Cl 0.850 0.336 3.803 -0.957 -0.214 -0.402
C 2.550 0.468 4.146 0.794 0.052 -0.131
C 2.953 0.453 5.466 -0.309 -0.025 0.217
C 4.303 0.554 5.760 -0.029 0.015 -0.085
C 5.237 0.640 4.741 0.079 0.002 -0.062
C 4.822 0.648 3.420 -0.400 -0.019 0.316
Cl 5.982 0.741 2.161 0.199 0.048 -0.154
C 3.456 0.584 3.097 0.249 0.001 0.120
S 2.967 0.707 1.435 -2.526 -0.426 0.311
H 2.223 0.364 6.259 -0.003 0.002 -0.026
H 4.625 0.566 6.791 0.000 -0.045 0.002
H 6.293 0.701 4.967 -0.001 0.001 -0.030
N 2.459 1.688 -3.387 0.003 0.014 -0.041
C 2.438 0.219 -3.083 -0.015 -0.368 0.289
C 2.309 0.042 -1.571 -0.023 0.035 -0.232
N 1.127 0.715 -1.031 -0.312 -0.371 0.907
C 1.100 2.134 -1.383 0.064 -0.001 -0.239
C 1.206 2.348 -2.893 -0.279 0.141 0.353
H 2.587 1.854 -4.387 0.008 -0.006 -0.022
H 3.259 2.107 -2.906 0.063 0.046 -0.113
H 3.355 -0.240 -3.449 0.031 0.115 -0.044
H 1.593 -0.218 -3.614 -0.014 0.103 -0.065
H 3.197 0.456 -1.087 0.001 -0.064 0.010
H 2.269 -1.018 -1.327 0.017 -0.004 -0.008
H 0.268 0.251 -1.323 -0.066 0.013 0.003
H 1.933 2.630 -0.875 -0.041 0.006 0.048
H 0.174 2.577 -1.024 0.031 0.024 -0.010
H 1.231 3.408 -3.141 0.124 -0.022 -0.047
H 0.364 1.888 -3.410 0.073 -0.036 -0.093
```
Positions in Å, forces in eV/Å.

2S+1 ... 2
Orbital gap (alpha / beta) ... 0.23812 / 0.23142 Eh
Energy above the lowest of the compared OMol25 structures with the same formula, charge and spin ... 2.884 eV
HOMO energy (alpha / beta) ... -13.484 / -13.620 eV
Charge ... +2
E_LUMO (alpha / beta) ... -7.00 / -7.32 eV
Energy ... -3033.88791 Ha